Entry from OMol25: a 7-piece molecular cluster, C41H34F10O3S overall at a distorted geometry (ωB97M-V with the def2-TZVPD basis set).

Each atom is followed by the atoms it is bonded to, with distances in Å.
Positions of all 89 atoms, in Å:
1 C -1.925 1.952 2.806  C2 1.199, H14 1.062
2 C -1.837 0.756 2.823  C1 1.199, C3 1.470
3 C -1.845 -0.699 2.617  C2 1.470, O4 1.443, H15 1.089, H16 1.086
4 O -3.205 -1.137 2.417  C3 1.443, S5 1.641
5 S -3.838 -1.992 3.667  O4 1.641, O6 1.439, O7 1.687
6 O -3.472 -1.350 4.902  S5 1.439
7 O -5.501 -1.797 3.455  S5 1.687, C8 1.387
8 C -6.007 -0.578 3.029  O7 1.387, F9 1.345, F10 1.329, C11 1.565
9 F -7.286 -0.557 3.444  C8 1.345
10 F -5.397 0.456 3.600  C8 1.329
11 C -5.998 -0.418 1.472  C8 1.565, F12 1.338, F13 1.354, H17 1.089
12 F -7.223 -0.122 1.025  C11 1.338
13 F -5.193 0.624 1.158  C11 1.354
14 H -2.160 2.985 2.736  C1 1.062
15 H -1.346 -1.203 3.443  C3 1.089
16 H -1.321 -0.943 1.697  C3 1.086
17 H -5.610 -1.293 0.951  C11 1.089
18 F -1.313 -1.546 -0.555  C19 1.354
19 C -1.309 -2.900 -0.579  F18 1.354, C20 1.383, C24 1.382
20 C -2.313 -3.584 0.081  C19 1.383, C21 1.387, H25 1.082
21 C -2.305 -4.972 0.057  C20 1.387, C22 1.386, H26 1.082
22 C -1.303 -5.651 -0.619  C21 1.386, C23 1.388, H27 1.082
23 C -0.305 -4.943 -1.273  C22 1.388, C24 1.388, H28 1.082
24 C -0.299 -3.556 -1.258  C19 1.382, C23 1.388, H29 1.086
25 H -3.085 -3.035 0.604  C20 1.082
26 H -3.085 -5.522 0.565  C21 1.082
27 H -1.300 -6.733 -0.634  C22 1.082
28 H 0.481 -5.473 -1.795  C23 1.082
29 H 0.483 -3.000 -1.767  C24 1.086
30 F 2.213 -2.474 -2.774  C31 1.356
31 C 2.423 -1.135 -2.751  F30 1.356, C32 1.380, C36 1.381
32 C 2.264 -0.409 -3.913  C31 1.380, C33 1.387, H37 1.082
33 C 2.473 0.961 -3.877  C32 1.387, C34 1.389, H38 1.079
34 C 2.847 1.578 -2.690  C33 1.389, C35 1.390, H39 1.082
35 C 3.007 0.826 -1.533  C34 1.390, C36 1.387, H40 1.082
36 C 2.786 -0.544 -1.557  C31 1.381, C35 1.387, H41 1.082
37 H 1.977 -0.910 -4.828  C32 1.082
38 H 2.339 1.547 -4.772  C33 1.079
39 H 3.011 2.648 -2.667  C34 1.082
40 H 3.303 1.303 -0.608  C35 1.082
41 H 2.896 -1.149 -0.666  C36 1.082
42 F 3.694 0.952 -6.696  C43 1.348
43 C 4.611 1.841 -7.128  F42 1.348, C44 1.380, C48 1.380
44 C 4.555 2.283 -8.434  C43 1.380, C45 1.387, H49 1.082
45 C 5.500 3.201 -8.869  C44 1.387, C46 1.389, H50 1.082
46 C 6.484 3.655 -8.002  C45 1.389, C47 1.388, H51 1.082
47 C 6.522 3.194 -6.693  C46 1.388, C48 1.387, H52 1.082
48 C 5.577 2.281 -6.246  C43 1.380, C47 1.387, H53 1.082
49 H 3.783 1.912 -9.095  C44 1.082
50 H 5.467 3.563 -9.888  C45 1.082
51 H 7.221 4.369 -8.346  C46 1.082
52 H 7.290 3.544 -6.016  C47 1.082
53 H 5.584 1.913 -5.228  C48 1.082
54 F 0.928 1.597 3.263  C55 1.343
55 C 1.669 2.576 2.718  F54 1.343, C56 1.382, C60 1.381
56 C 1.413 2.954 1.414  C55 1.382, C57 1.388, H61 1.083
57 C 2.172 3.970 0.850  C56 1.388, C58 1.389, H62 1.082
58 C 3.175 4.584 1.588  C57 1.389, C59 1.388, H63 1.082
59 C 3.417 4.185 2.896  C58 1.388, C60 1.388, H64 1.082
60 C 2.657 3.177 3.471  C55 1.381, C59 1.388, H65 1.082
61 H 0.628 2.458 0.856  C56 1.083
62 H 1.978 4.283 -0.168  C57 1.082
63 H 3.767 5.374 1.144  C58 1.082
64 H 4.200 4.661 3.471  C59 1.082
65 H 2.825 2.857 4.491  C60 1.082
66 F -0.446 1.797 -4.305  C67 1.346
67 C -1.504 1.887 -3.478  F66 1.346, C68 1.381, C72 1.380
68 C -1.379 1.416 -2.186  C67 1.381, C69 1.387, H73 1.083
69 C -2.469 1.514 -1.333  C68 1.387, C70 1.389, H74 1.082
70 C -3.660 2.069 -1.784  C69 1.389, C71 1.388, H75 1.080
71 C -3.762 2.531 -3.089  C70 1.388, C72 1.386, H76 1.082
72 C -2.676 2.445 -3.947  C67 1.380, C71 1.386, H77 1.082
73 H -0.443 0.980 -1.860  C68 1.083
74 H -2.388 1.156 -0.315  C69 1.082
75 H -4.507 2.142 -1.118  C70 1.080
76 H -4.690 2.960 -3.442  C71 1.082
77 H -2.731 2.805 -4.966  C72 1.082
78 F -0.272 -2.638 5.229  C79 1.354
79 C -0.605 -3.200 6.415  F78 1.354, C80 1.380, C84 1.380
80 C -1.928 -3.197 6.807  C79 1.380, C81 1.388, H85 1.080
81 C -2.262 -3.781 8.021  C80 1.388, C82 1.389, H86 1.082
82 C -1.277 -4.346 8.821  C81 1.389, C83 1.388, H87 1.082
83 C 0.048 -4.332 8.405  C82 1.388, C84 1.388, H88 1.082
84 C 0.391 -3.758 7.189  C79 1.380, C83 1.388, H89 1.082
85 H -2.676 -2.745 6.172  C80 1.080
86 H -3.294 -3.794 8.343  C81 1.082
87 H -1.542 -4.796 9.769  C82 1.082
88 H 0.817 -4.768 9.028  C83 1.082
89 H 1.416 -3.743 6.842  C84 1.082

Output
molar mass = 796.77 g mol⁻¹
HOMO = -9.128 eV